[1]
37
Properties=species:S:1:pos:R:3:lowdin_charge:R:1 method="wB97M-V/def2-TZVPD" smiles="CCOP(=O)(CC[SiH2]B(O)O)OCC.ClC(Cl)(Cl)Cl" largest_force_ha_per_bohr=0.009 homo_ev=-10.173
Cl 3.814 0.998 -4.929 0.534
Cl 1.200 0.815 -3.727 0.533
Cl 3.149 -1.257 -3.257 0.526
Cl 1.934 -0.984 -5.858 0.529
P 0.205 0.688 2.422 0.481
Si -3.570 0.677 0.452 0.748
O 1.265 1.702 1.772 -0.204
O 0.203 -0.538 1.388 -0.235
O 0.568 0.332 3.798 -0.252
O -2.216 0.413 -2.184 0.084
O -2.456 -1.636 -0.930 0.094
C 1.374 1.876 0.352 -0.265
C 2.527 -0.107 -4.446 -2.060
C -1.417 1.430 2.157 -0.274
C 2.524 1.067 -0.215 -0.083
C -2.602 0.440 2.049 -0.365
C 0.649 -2.797 0.722 -0.064
C 1.101 -1.649 1.590 -0.258
B -2.623 -0.281 -1.073 -0.746
H 0.435 1.578 -0.127 0.104
H -2.046 -2.101 -1.674 0.101
H -3.265 0.543 2.910 0.068
H 2.826 1.473 -1.183 0.056
H -3.688 2.133 0.180 -0.033
H -2.246 -0.594 2.055 0.064
H 1.463 -3.515 0.594 0.079
H -1.547 2.104 3.008 0.100
H -0.209 -3.319 1.149 0.082
H 1.078 -1.893 2.655 0.115
H -4.936 0.106 0.584 -0.044
H -1.768 -0.104 -2.871 0.083
H 3.386 1.108 0.454 0.090
H 2.242 0.022 -0.360 0.047
H 0.353 -2.428 -0.261 0.067
H 2.115 -1.322 1.339 0.109
H -1.336 2.074 1.278 0.066
H 1.510 2.946 0.189 0.122

[2]
31
Properties=species:S:1:pos:R:3:lowdin_charge:R:1 method="wB97M-V/def2-TZVPD" smiles="COCCNCB(O)O.CC(C)=O" largest_force_ha_per_bohr=0.013 homo_ev=-8.701
O 1.945 2.237 -1.798 0.176
O 3.612 -3.550 -1.095 0.066
O -3.569 2.547 1.378 -0.197
O 1.761 -0.133 -1.707 0.129
N -0.500 1.984 0.006 -0.075
C 0.789 1.328 0.244 -0.128
C -4.235 3.121 2.480 -0.114
C 2.237 -5.094 -2.274 -0.023
C 2.494 -3.949 -1.326 -0.505
C -1.124 2.570 1.190 -0.190
C -2.385 1.820 1.648 -0.214
C 1.287 -3.308 -0.691 -0.027
B 1.550 1.117 -1.127 -0.621
H 0.714 -4.037 -0.116 0.087
H 0.633 -2.893 -1.460 0.090
H -1.430 3.596 0.970 0.123
H 1.596 -4.762 -3.093 0.086
H -2.335 1.578 2.715 0.107
H -5.210 2.643 2.617 0.083
H 3.178 -5.466 -2.670 0.081
H -0.399 2.620 2.012 0.110
H 1.420 1.925 0.926 0.108
H 2.436 2.015 -2.600 0.113
H -0.377 2.702 -0.694 0.098
H 0.618 0.357 0.718 0.105
H 1.711 -5.898 -1.755 0.085
H -2.438 0.878 1.097 0.119
H 2.460 -0.638 -1.272 0.094
H 1.611 -2.507 -0.030 0.072
H -3.659 3.006 3.404 0.081
H -4.393 4.188 2.303 0.082

[3]
33
Properties=species:S:1:pos:R:3:lowdin_charge:R:1 method="wB97M-V/def2-TZVPD" largest_force_ha_per_bohr=0.182 relative_energy_kj_mol=154.8 charge=+3 homo_ev="-19.239 / -19.239"
I -0.725 -4.052 -1.224 0.391
I 1.946 -4.074 -1.942 0.364
Ti 0.233 -0.877 -0.181 0.649
Cl 2.304 -0.098 -0.692 0.255
P 0.063 -0.171 3.167 0.655
P 0.010 0.434 -2.562 0.802
O 0.230 -1.152 1.945 -0.457
O -2.812 -0.003 -0.579 0.213
C 0.848 2.020 -3.041 -0.202
C 0.875 -0.702 -3.712 -0.256
C 1.281 1.131 3.213 -0.132
C -1.647 -0.233 -0.525 -0.144
C -1.655 0.307 3.239 -0.149
C -1.522 0.720 -3.549 -0.224
C 0.312 -1.143 4.567 -0.148
H 0.949 2.158 2.981 0.086
H -1.890 0.664 4.255 0.092
H 0.317 2.886 -2.618 0.075
H -0.461 -0.963 5.329 0.098
H 1.280 -0.973 5.035 0.086
H 1.904 -0.832 -3.351 0.025
H 1.869 2.024 -2.638 0.042
H 1.647 1.161 4.255 0.087
H -2.263 -0.600 3.019 0.094
H -2.152 -0.183 -3.557 0.067
H 2.132 0.929 2.534 0.071
H 0.363 -1.672 -3.696 0.027
H -1.969 1.102 2.549 0.069
H -1.341 0.990 -4.613 0.101
H 0.866 -0.293 -4.737 0.096
H 0.902 2.177 -4.137 0.101
H 0.245 -2.213 4.393 0.088
H -2.140 1.531 -3.127 0.075

[4]
33
Properties=species:S:1:pos:R:3:lowdin_charge:R:1 method="wB97M-V/def2-TZVPD" s2=3.76 spin_multiplicity=4 largest_force_ha_per_bohr=0.010 charge=+1 homo_ev="-11.560 / -11.573"
Se 0.436 0.172 3.504 0.643
Co 0.442 -0.101 1.142 0.426
O 0.051 1.554 0.179 -0.089
N -1.387 3.230 -0.183 0.051
N 2.180 -1.042 0.481 -0.027
N 0.618 3.160 -1.319 0.213
N -1.157 -1.343 0.662 -0.030
N -2.427 0.722 2.775 0.052
C -1.858 4.431 -0.855 -0.051
C -0.938 -2.469 -0.284 -0.205
C -1.352 0.465 3.113 -0.836
C 1.512 -3.120 -0.726 -0.191
C -0.227 2.616 -0.424 -0.558
C 0.268 -3.308 0.146 -0.184
C 2.012 -1.688 -0.853 -0.223
H 2.958 -1.684 -1.394 0.122
H 2.483 -1.735 1.162 0.105
H 2.319 -3.745 -0.335 0.122
H -1.222 5.289 -0.629 0.094
H -1.837 -3.081 -0.346 0.122
H 1.307 -3.482 -1.736 0.125
H -1.969 2.777 0.504 0.146
H -0.780 -2.037 -1.274 0.117
H 0.499 -3.077 1.191 0.105
H 1.311 -1.080 -1.430 0.107
H 0.004 -4.365 0.137 0.119
H 1.527 2.748 -1.426 0.121
H 2.933 -0.361 0.447 0.108
H 0.466 4.075 -1.704 0.107
H -1.923 -0.754 0.344 0.102
H -2.856 4.654 -0.491 0.097
H -1.480 -1.704 1.558 0.092
H -1.914 4.287 -1.934 0.095

[5]
35
Properties=species:S:1:pos:R:3:lowdin_charge:R:1 method="wB97M-V/def2-TZVPD" largest_force_ha_per_bohr=0.045 homo_ev=-7.184
Mg -0.130 -0.159 0.597 0.664
O 0.248 -2.166 0.977 0.024
O -0.121 1.634 1.540 -0.074
O -1.960 -0.331 -0.081 -0.293
O 1.105 0.043 2.299 -0.052
O 1.122 -0.094 -0.885 0.007
N 0.401 -4.160 -0.063 0.172
N 1.652 2.074 -1.223 0.202
N 2.432 0.462 -2.671 0.184
N 0.566 -4.036 2.234 0.176
C -2.587 0.509 -0.975 -0.614
C 0.396 -3.369 1.060 -0.603
C 1.338 2.135 3.426 0.000
C 1.700 0.763 -1.563 -0.587
C -2.224 0.182 -2.437 -0.083
C 0.729 1.248 2.408 -0.661
C -2.391 2.003 -0.746 -0.079
H -1.358 2.354 -0.656 0.051
H 1.183 2.417 -0.400 0.102
H 0.553 -5.150 -0.030 0.096
H 2.783 1.241 -3.198 0.101
H -2.953 0.531 -3.176 0.067
H 0.711 2.128 4.332 0.093
H -1.162 0.319 -2.655 0.056
H 0.845 -4.988 2.367 0.101
H -2.767 2.268 0.257 0.078
H -3.662 0.261 -0.899 0.123
H 0.534 -3.466 3.062 0.115
H 2.108 2.743 -1.818 0.106
H -2.980 2.610 -1.435 0.070
H 2.305 1.827 3.814 0.082
H 2.359 -0.429 -3.123 0.115
H 0.261 -3.702 -0.944 0.110
H 1.362 3.200 3.195 0.081
H -2.399 -0.902 -2.588 0.069

[6]
35
Properties=species:S:1:pos:R:3:lowdin_charge:R:1 method="wB97M-V/def2-TZVPD" largest_force_ha_per_bohr=0.375 relative_energy_kj_mol=753.4 homo_ev=-4.840
S -0.158 -1.824 2.004 0.971
S 0.055 -1.859 -2.654 0.956
S -1.278 2.091 0.588 0.946
Mg 0.752 0.125 -0.505 0.303
O 2.277 0.822 0.454 -0.115
O 2.283 0.786 -1.386 -0.118
O -0.458 -0.663 -1.863 -0.540
O 2.437 -0.797 -0.505 -0.127
O -0.392 1.588 -0.523 -0.507
O -0.178 -0.955 0.728 -0.557
C -1.390 -2.541 -3.631 -0.229
C 2.923 0.322 -0.455 -0.818
C -0.353 2.354 2.197 -0.210
C 1.168 -1.354 -4.033 -0.210
C -1.764 3.876 0.260 -0.207
C 1.452 -1.601 2.861 -0.211
C -1.325 -1.064 3.224 -0.229
H -2.309 -0.810 2.830 0.059
H -0.923 -0.122 3.597 0.029
H 0.289 1.504 2.427 0.026
H 2.330 -1.812 2.251 0.065
H -1.007 2.395 3.068 0.051
H -1.454 -1.681 4.114 0.053
H -1.035 -3.356 -4.262 0.043
H -0.876 4.456 0.005 0.060
H -2.407 3.923 -0.618 0.049
H -1.801 -1.866 -4.382 0.051
H 1.853 -0.603 -3.640 0.049
H 0.624 -0.931 -4.877 0.053
H -2.158 -3.024 -3.027 0.048
H 1.494 -2.106 3.826 0.058
H 1.805 -2.181 -4.346 0.058
H 0.300 3.225 2.136 0.063
H -2.278 4.202 1.164 0.050
H 1.506 -0.518 2.974 0.041

[7]
26
Properties=species:S:1:pos:R:3:lowdin_charge:R:1 method="wB97M-V/def2-TZVPD" s2=0.75 spin_multiplicity=2 largest_force_ha_per_bohr=0.032 relative_energy_kj_mol=168.2 charge=+2 homo_ev="-18.108 / -18.106"
N -1.644 0.336 0.335 0.234
C 1.434 1.017 0.395 -0.306
C 0.597 -0.473 2.330 -0.110
C -2.263 -0.357 -0.784 0.140
C -2.145 -1.808 -2.802 0.028
C 2.638 1.711 -0.230 -0.079
C 1.765 0.295 1.707 -0.238
C -1.524 -1.130 -1.677 0.094
H 2.380 2.227 -1.153 0.082
H -2.118 0.099 1.229 0.207
H -1.660 1.368 0.230 0.212
H -1.905 -2.887 -2.761 0.165
H 0.178 -1.222 1.642 0.067
H 2.577 -0.404 1.513 0.126
H 2.140 1.038 2.409 0.130
H 3.042 2.451 0.456 0.093
H -3.225 -1.672 -2.829 0.116
H 0.646 1.769 0.568 0.102
H 0.946 -1.019 3.205 0.099
H -0.634 0.096 0.484 0.082
H 3.424 0.994 -0.455 0.090
H -0.201 0.190 2.695 0.077
H -1.701 -1.441 -3.748 0.169
H -0.445 -1.239 -1.565 0.156
H -3.339 -0.222 -0.855 0.179
H 1.040 0.282 -0.340 0.084

[8]
27
Properties=species:S:1:pos:R:3:lowdin_charge:R:1 method="wB97M-V/def2-TZVPD" smiles=C[C@@H](N(C)C)C(C)(C)N largest_force_ha_per_bohr=0.041 relative_energy_kj_mol=81.8 homo_ev=-8.060
N -1.211 0.194 -0.641 -0.232
N 1.735 -0.052 -1.236 0.048
C 1.152 0.181 0.072 -0.579
C -0.185 -0.579 0.190 -0.298
C -1.141 -0.165 -2.041 -0.120
C 0.977 1.682 0.273 -0.038
C -2.585 0.161 -0.193 -0.125
C -0.663 -0.779 1.624 -0.062
C 2.127 -0.392 1.201 -0.048
H -1.755 0.523 -2.626 0.081
H -1.622 -1.291 1.634 0.072
H -3.022 -0.853 -0.182 0.086
H 0.034 -1.407 2.170 0.071
H 1.848 -0.042 2.190 0.069
H -0.050 -1.577 -0.265 0.142
H 1.933 -1.035 -1.385 0.087
H -0.764 0.171 2.142 0.083
H -0.110 -0.085 -2.377 0.057
H 2.563 0.516 -1.370 0.083
H 3.124 -0.009 0.986 0.071
H 0.503 1.886 1.227 0.079
H 2.175 -1.480 1.182 0.076
H -2.678 0.601 0.797 0.076
H -3.181 0.770 -0.876 0.082
H -1.502 -1.191 -2.229 0.085
H 0.351 2.075 -0.522 0.078
H 1.946 2.178 0.252 0.080